Version i
Below is a cluster of 9 separate species, C36H99N9O9 in total, with properties calculated with ωB97M-V with the def2-TZVPD basis set.

HOMO level in eV: -8.99
Structure (SMILES): COC[C@H](C)N.COC[C@H](C)N.COC[C@H](C)N.COC[C@H](C)N.COC[C@H](C)N.COC[C@H](C)N.COC[C@H](C)N.COC[C@H](C)N.COC[C@H](C)N
Charge: 0
Frontier orbital gap in hartree: 0.3441

Last column: Mulliken charge in e.
Element x y z (Å)
C1 -1.99 3.13 3.64  -0.5704
O1 -1.49 3.86 4.74  -0.4559
C2 -2.42 4.83 5.21  -0.7159
C3 -2.06 5.46 6.58  0.4234
C4 -3.04 6.57 6.93  -1.4713
N1 -0.72 6.00 6.60  -0.7419
H1 -2.39 3.81 2.89  0.4098
H2 -2.84 2.47 3.84  0.3332
H3 -1.24 2.45 3.24  0.0282
H4 -2.42 5.66 4.48  0.2971
H5 -3.45 4.46 5.25  0.3865
H6 -2.06 4.58 7.23  0.3276
H7 -2.67 7.06 7.83  0.3904
H8 -4.06 6.22 7.10  0.3872
H9 -3.10 7.25 6.08  0.3752
H10 -0.19 5.41 5.95  0.2930
H11 -0.74 6.87 6.06  0.2923
C5 1.03 -2.95 -2.98  -0.1020
O2 -0.13 -3.41 -3.59  -0.3926
C6 -1.11 -2.50 -4.06  -0.5536
C7 -2.03 -1.89 -3.01  1.6722
C8 -2.83 -2.84 -2.13  -0.8467
N2 -2.96 -1.00 -3.69  -0.8259
H12 1.44 -2.14 -3.60  -0.0156
H13 1.83 -3.67 -2.81  0.3081
H14 0.74 -2.58 -1.98  0.0975
H15 -0.67 -1.72 -4.69  -0.0220
H16 -1.73 -3.02 -4.80  0.3659
H17 -1.31 -1.36 -2.37  -0.5195
H18 -3.18 -2.19 -1.33  -0.3213
H19 -2.17 -3.62 -1.76  0.4061
H20 -3.73 -3.20 -2.61  0.3587
H21 -2.45 -0.15 -3.95  0.3329
H22 -3.64 -0.57 -3.07  0.2171
C9 6.98 -2.26 -2.36  -0.6717
O3 8.30 -2.56 -1.97  -0.3489
C10 8.64 -3.93 -2.06  -0.6702
C11 10.01 -4.25 -1.44  0.5780
C12 11.12 -3.50 -2.17  -1.3520
N3 10.26 -5.67 -1.39  -0.6754
H23 6.92 -1.18 -2.49  0.2595
H24 6.33 -2.67 -1.58  0.2779
H25 6.75 -2.83 -3.27  0.3299
H26 7.91 -4.53 -1.52  0.3036
H27 8.76 -4.22 -3.11  0.3270
H28 9.94 -3.89 -0.40  0.2127
H29 11.00 -2.44 -2.39  0.3184
H30 11.35 -4.00 -3.12  0.3333
H31 12.05 -3.49 -1.59  0.3429
H32 11.00 -5.93 -0.76  0.2312
H33 9.51 -6.32 -1.19  0.1963
C13 2.03 4.85 -3.89  -0.5926
O4 1.74 5.43 -2.61  -0.4240
C14 0.49 5.10 -2.03  -0.1947
C15 -0.80 5.47 -2.76  0.1908
C16 -0.92 6.98 -3.18  -1.5020
N4 -2.04 4.97 -2.20  -0.3903
H34 2.96 5.33 -4.19  0.2876
H35 1.24 5.13 -4.59  0.2956
H36 2.24 3.79 -3.75  0.1618
H37 0.49 4.01 -1.90  -0.0598
H38 0.56 5.63 -1.08  0.4253
H39 -0.62 4.98 -3.73  0.1773
H40 -1.24 7.53 -2.29  0.3868
H41 -1.61 7.11 -4.01  0.3987
H42 0.02 7.41 -3.52  0.3269
H43 -2.84 5.35 -2.69  0.2564
H44 -2.17 5.28 -1.25  0.2931
C17 -1.47 -0.95 5.62  -0.7596
O5 -1.39 -2.20 4.91  -0.0872
C18 -1.18 -3.25 5.82  -0.8439
C19 -1.00 -4.58 5.04  0.7025
C20 -0.41 -5.66 5.89  -1.5562
N5 -0.13 -4.37 3.83  -0.7354
H45 -1.31 -0.06 5.01  0.0366
H46 -0.66 -0.90 6.35  0.4081
H47 -2.43 -0.90 6.13  0.3187
H48 -0.28 -3.07 6.43  0.4559
H49 -2.01 -3.35 6.53  0.4502
H50 -1.98 -4.83 4.63  0.1026
H51 -0.14 -6.56 5.34  0.4001
H52 -0.96 -5.93 6.79  0.3476
H53 0.55 -5.26 6.24  0.3862
H54 0.86 -4.42 4.08  0.3202
H55 -0.28 -3.36 3.80  0.1770
C21 -0.25 -0.16 1.91  -0.6566
O6 0.28 -0.11 0.59  0.1544
C22 1.68 -0.15 0.54  -1.0372
C23 2.06 0.10 -0.95  1.8302
C24 3.57 0.05 -1.21  -1.5209
N6 1.47 1.39 -1.36  -0.4600
H56 -1.32 -0.17 1.68  -0.2045
H57 0.01 0.69 2.55  0.2724
H58 0.06 -1.10 2.37  0.3773
H59 2.21 0.59 1.15  0.3546
H60 1.99 -1.18 0.73  0.3896
H61 1.54 -0.64 -1.56  -0.7237
H62 4.10 0.66 -0.47  0.3730
H63 3.80 0.38 -2.22  0.1312
H64 3.96 -0.97 -1.10  0.4216
H65 0.47 1.22 -1.28  0.0078
H66 1.54 2.11 -0.64  0.3063
C25 -3.83 -2.31 1.77  -0.4165
O7 -5.01 -2.70 2.43  -0.4713
C26 -4.85 -2.99 3.81  -0.4722
C27 -6.06 -3.56 4.55  0.5420
C28 -5.77 -4.01 5.99  -1.3202
N7 -6.51 -4.75 3.79  -0.8016
H67 -4.02 -2.18 0.71  0.0688
H68 -3.02 -3.06 1.78  0.4189
H69 -3.25 -1.45 2.12  0.0619
H70 -4.08 -3.77 3.92  -0.0040
H71 -4.43 -2.14 4.35  0.2432
H72 -6.87 -2.83 4.61  0.3841
H73 -4.92 -4.69 6.06  0.3059
H74 -6.73 -4.41 6.30  0.3619
H75 -5.58 -3.11 6.58  0.3422
H76 -6.44 -4.45 2.82  0.2763
H77 -7.50 -4.82 4.03  0.2781
C29 -5.98 3.22 0.18  -0.8008
O8 -5.23 2.47 1.11  -0.4051
C30 -4.77 1.24 0.61  -0.7604
C31 -3.62 1.31 -0.45  1.0644
C32 -2.57 2.41 -0.26  -0.7412
N8 -4.14 1.52 -1.82  -0.5730
H78 -6.56 3.94 0.75  0.3144
H79 -6.68 2.62 -0.41  0.3472
H80 -5.43 3.81 -0.56  0.1989
H81 -4.40 0.75 1.52  0.1347
H82 -5.56 0.58 0.23  0.5309
H83 -3.19 0.31 -0.40  -0.2878
H84 -3.10 3.35 -0.33  0.0905
H85 -1.86 2.33 -1.08  0.4472
H86 -2.10 2.29 0.72  -0.1119
H87 -4.98 0.97 -1.96  0.3484
H88 -4.35 2.50 -1.89  0.1912
C33 1.41 -1.10 -7.58  -0.5733
O9 2.61 -1.53 -7.03  -0.4215
C34 3.03 -0.70 -5.95  -0.5321
C35 3.70 0.65 -6.32  0.5931
C36 4.54 0.63 -7.59  -1.3116
N9 4.34 1.16 -5.11  -0.6676
H89 1.56 -0.11 -8.04  0.2669
H90 0.53 -1.14 -6.93  0.0986
H91 1.21 -1.66 -8.50  0.3229
H92 2.23 -0.51 -5.23  0.1422
H93 3.62 -1.37 -5.33  0.4532
H94 2.83 1.31 -6.48  0.2141
H95 5.32 -0.13 -7.65  0.2903
H96 5.00 1.59 -7.82  0.3849
H97 3.80 0.42 -8.37  0.3014
H98 4.42 2.17 -5.21  0.2760
H99 3.69 0.99 -4.36  0.0607

=====

Version ii
Below is a cluster of 9 separate species, C36H99N9O9 in total, with properties calculated with ωB97M-V with the def2-TZVPD basis set.

HOMO level in eV: -8.75
Structure (SMILES): COC[C@H](C)N.COC[C@H](C)N.COC[C@H](C)N.COC[C@H](C)N.COC[C@H](C)N.COC[C@H](C)N.COC[C@H](C)N.COC[C@H](C)N.COC[C@H](C)N
Charge: 0
Frontier orbital gap in hartree: 0.3413

Last column: Mulliken charge in e.
Element x y z (Å)
C1 -11.83 3.44 -28.74  -0.3771
O1 -12.06 2.31 -29.60  -0.4927
C2 -11.25 2.38 -30.82  -0.2087
C3 -11.24 1.07 -31.62  0.3920
C4 -10.64 -0.11 -30.76  -1.4611
N1 -10.33 1.21 -32.77  -0.8088
H1 -10.80 3.40 -28.38  0.1635
H2 -12.51 3.47 -27.89  0.4059
H3 -12.09 4.35 -29.27  0.0692
H4 -11.65 3.20 -31.41  0.1657
H5 -10.22 2.61 -30.54  0.1618
H6 -12.25 0.86 -31.96  0.3041
H7 -11.31 -0.35 -29.93  0.3514
H8 -9.66 0.14 -30.34  0.2599
H9 -10.52 -1.01 -31.35  0.4438
H10 -10.22 0.35 -33.28  0.1605
H11 -10.90 1.76 -33.41  0.7361
C5 -9.96 12.68 -27.17  -0.3243
O2 -10.02 13.89 -27.95  -0.1314
C6 -9.07 14.91 -27.64  -0.8076
C7 -9.54 16.19 -28.40  0.8231
C8 -9.28 15.97 -29.90  -1.0485
N2 -8.69 17.31 -27.95  -0.7815
H12 -10.67 11.98 -27.63  -0.1073
H13 -10.21 12.82 -26.12  0.4348
H14 -8.97 12.24 -27.23  0.0406
H15 -8.96 15.13 -26.58  0.3201
H16 -8.07 14.59 -27.94  0.2681
H17 -10.53 16.59 -28.15  -0.1274
H18 -8.30 15.56 -30.14  0.4371
H19 -9.49 16.80 -30.56  0.4211
H20 -9.77 15.09 -30.33  -0.0421
H21 -8.63 17.22 -26.95  0.2574
H22 -7.79 17.13 -28.38  0.3038
C9 -10.13 6.61 -29.44  -0.5039
O3 -11.33 7.30 -29.89  0.0309
C10 -11.35 7.84 -31.22  -1.0316
C11 -10.26 8.93 -31.41  2.3843
C12 -10.36 10.02 -30.35  -0.3061
N3 -10.57 9.59 -32.68  -0.6599
H23 -9.25 7.24 -29.27  -0.1430
H24 -9.82 5.87 -30.18  0.1663
H25 -10.25 6.03 -28.53  0.3864
H26 -11.29 7.07 -31.99  -0.3052
H27 -12.30 8.30 -31.47  0.3779
H28 -9.28 8.47 -31.33  -0.6359
H29 -11.21 10.67 -30.51  -0.1967
H30 -9.41 10.55 -30.31  0.1285
H31 -10.48 9.59 -29.35  -0.1071
H32 -10.11 10.49 -32.68  -0.2191
H33 -10.15 9.10 -33.46  0.3364
C13 -10.09 9.25 -26.09  -0.2408
O4 -8.71 9.39 -25.83  -0.5874
C14 -7.93 9.39 -27.05  1.0993
C15 -6.46 9.51 -26.83  0.3428
C16 -6.07 10.85 -26.19  -1.6015
N4 -5.69 9.40 -28.06  -0.3957
H34 -10.71 9.14 -25.21  0.4661
H35 -10.30 8.30 -26.58  0.1296
H36 -10.43 10.05 -26.74  -0.0902
H37 -8.10 8.43 -27.53  -0.2538
H38 -8.41 10.12 -27.71  -0.3220
H39 -6.06 8.76 -26.15  0.2705
H40 -6.22 10.78 -25.11  0.3732
H41 -6.56 11.73 -26.60  0.1204
H42 -4.98 10.91 -26.22  0.4927
H43 -5.92 8.57 -28.60  -0.0615
H44 -4.71 9.28 -27.85  0.2997
C17 -6.25 7.26 -30.69  -1.1428
O5 -6.80 6.60 -29.64  0.2758
C18 -6.43 5.21 -29.71  -1.0396
C19 -7.14 4.35 -28.58  1.3246
C20 -6.68 4.61 -27.09  -1.5616
N5 -6.70 2.99 -28.83  -0.7645
H45 -5.16 7.30 -30.68  0.3909
H46 -6.64 8.26 -30.87  0.2371
H47 -6.47 6.81 -31.66  0.3420
H48 -6.69 4.66 -30.61  0.3523
H49 -5.35 5.02 -29.73  0.4304
H50 -8.23 4.36 -28.56  -0.3388
H51 -7.17 3.93 -26.39  0.4449
H52 -6.92 5.63 -26.79  0.2017
H53 -5.61 4.47 -26.89  0.3704
H54 -7.13 2.39 -28.14  0.3098
H55 -7.14 2.63 -29.67  0.2698
C21 -11.63 13.06 -31.43  -0.8627
O6 -12.97 12.88 -30.87  -0.4234
C22 -13.18 13.78 -29.74  -0.2646
C23 -13.65 15.14 -30.25  0.7137
C24 -13.70 16.18 -29.14  -1.2564
N6 -15.01 15.15 -30.81  -0.8183
H56 -11.40 12.27 -32.15  0.3796
H57 -10.85 12.99 -30.67  0.1618
H58 -11.50 14.00 -31.96  0.5226
H59 -13.96 13.27 -29.19  0.5318
H60 -12.35 13.85 -29.03  -0.2349
H61 -12.97 15.56 -30.99  0.2247
H62 -14.29 15.88 -28.27  0.3355
H63 -14.06 17.15 -29.47  0.4228
H64 -12.72 16.40 -28.71  0.0445
H65 -15.12 16.03 -31.27  0.2692
H66 -14.99 14.43 -31.52  0.2857
C25 -13.14 2.15 -34.83  -0.9762
O7 -11.88 2.61 -34.36  -0.3544
C26 -11.60 3.92 -34.85  -0.9967
C27 -10.36 4.39 -34.10  1.5547
C28 -9.86 5.72 -34.55  -1.7636
N7 -9.19 3.55 -34.23  -0.6141
H67 -13.88 2.79 -34.35  0.3359
H68 -13.22 1.11 -34.53  0.3179
H69 -13.12 2.27 -35.92  0.3163
H70 -11.32 3.90 -35.90  0.3529
H71 -12.46 4.59 -34.79  0.5099
H72 -10.56 4.49 -33.03  -0.7221
H73 -10.64 6.47 -34.41  0.3783
H74 -9.55 5.82 -35.59  0.4765
H75 -9.00 6.09 -33.98  0.2604
H76 -9.14 3.41 -35.23  0.3180
H77 -9.44 2.66 -33.83  0.3698
C29 -5.73 11.91 -30.72  -0.6626
O8 -5.79 12.07 -32.15  -0.4537
C30 -6.79 11.23 -32.78  0.5407
C31 -7.49 11.93 -33.95  -0.1589
C32 -8.39 13.11 -33.52  -1.3569
N8 -8.32 11.04 -34.74  -0.5360
H78 -6.60 11.67 -30.12  0.1851
H79 -5.37 12.89 -30.40  0.3931
H80 -4.89 11.23 -30.59  0.2647
H81 -6.29 10.31 -33.08  0.4621
H82 -7.57 10.97 -32.05  -0.7030
H83 -6.69 12.43 -34.50  0.5907
H84 -7.71 13.81 -33.03  0.3959
H85 -9.12 12.91 -32.74  0.0842
H86 -8.88 13.57 -34.37  0.4663
H87 -7.60 10.51 -35.22  0.2847
H88 -8.68 11.60 -35.50  0.2540
C33 -15.89 5.70 -26.94  -0.7756
O9 -15.14 6.83 -27.01  -0.3453
C34 -15.04 7.54 -28.23  -0.8511
C35 -14.24 8.77 -28.04  0.6895
C36 -14.33 9.76 -29.19  -1.1950
N9 -12.94 8.32 -27.64  -0.3353
H89 -15.59 5.12 -27.82  0.3006
H90 -16.95 5.89 -27.12  0.3087
H91 -15.80 5.02 -26.10  0.2676
H92 -14.62 6.90 -29.01  0.2934
H93 -16.02 7.86 -28.57  0.4691
H94 -14.62 9.32 -27.18  0.2019
H95 -15.33 10.10 -29.44  0.5635
H96 -13.86 9.44 -30.12  0.0457
H97 -13.72 10.62 -28.92  0.0400
H98 -13.23 7.46 -27.19  0.4228
H99 -12.41 7.99 -28.43  0.0063

=====

What should be chosen as the most stable of them? Choose version i.

=====

Version i
Below is the molecule C4H11N3, with properties calculated with ωB97M-V with the def2-TZVPD basis set.

HOMO level in eV: -8.89
Structure (SMILES): [H]/N=C/NCCCN
Charge: 0
Frontier orbital gap in hartree: 0.3660

Last column: Mulliken charge in e.
Element x y z (Å)
H1 -0.08 -3.45 1.90  0.2373
N1 0.35 -2.65 1.49  -0.6567
C1 -0.63 -1.82 1.16  -0.0910
N2 -0.64 -0.71 0.33  -0.2203
C2 0.76 -0.22 -0.06  -0.7851
C3 0.77 0.60 -1.32  -0.4338
C4 0.43 2.06 -0.96  -0.4619
N3 -0.98 2.24 -0.49  -0.6132
H2 -1.64 -1.92 1.55  0.3572
H3 -1.47 -0.56 -0.29  0.3159
H4 1.33 -1.17 -0.12  0.4739
H5 1.30 0.32 0.81  0.2621
H6 1.77 0.60 -1.81  0.2896
H7 0.12 0.12 -2.19  0.2429
H8 1.17 2.36 -0.19  0.2809
H9 0.70 2.74 -1.87  0.3462
H10 -1.03 1.93 0.44  0.2310
H11 -1.27 3.17 -0.44  0.2249

=====

Version ii
Below is the molecule C4H11N3, with properties calculated with ωB97M-V with the def2-TZVPD basis set.

HOMO level in eV: -7.97
Structure (SMILES): N/C=C(\N)CCN
Charge: 0
Frontier orbital gap in hartree: 0.3306

Last column: Mulliken charge in e.
Element x y z (Å)
N1 -1.75 -0.36 -1.95  -0.5477
C1 -0.80 -0.49 -0.82  -0.1515
C2 -0.60 0.58 0.02  -0.2735
N2 -1.55 1.65 -0.02  -0.3876
C3 0.58 0.58 0.86  0.0339
C4 1.32 -0.72 1.37  -0.5725
N3 2.62 -1.17 0.62  -0.5591
H1 -1.57 -0.93 -2.73  0.2102
H2 -2.67 -0.41 -1.56  0.2057
H3 -0.16 -1.30 -1.02  0.3613
H4 -2.20 1.82 0.74  0.1906
H5 -1.37 2.39 -0.68  0.1858
H6 1.43 1.18 0.17  0.0828
H7 0.25 1.14 1.76  0.1741
H8 1.90 -0.41 2.40  0.2000
H9 0.78 -1.67 1.65  0.4053
H10 2.48 -2.00 0.10  0.2256
H11 2.91 -0.35 0.08  0.2166

=====

What should be chosen as the most stable of them? Choose version i.